3 unconnected molecules or ions with the total composition C36H44F24N2O2 in a non-equilibrium geometry, computed with the ωB97M-V functional and the def2-TZVPD basis.

XYZ file:
```
108
Properties=species:S:1:pos:R:3
C -4.631 -0.331 6.266
C -4.706 -1.343 5.410
C -3.860 -1.442 4.119
C -3.710 -0.017 3.654
N -3.631 0.927 3.045
C -4.675 -2.325 3.116
C -4.633 -1.863 1.630
C -4.483 -3.136 0.787
F -5.157 -4.264 1.090
C -3.653 -3.148 -0.247
F -2.891 -4.141 -0.623
F -3.547 -2.056 -0.984
C -2.451 -2.126 4.432
C -1.677 -1.113 5.237
N -1.083 -0.324 5.781
C -1.693 -2.565 3.166
C -1.188 -1.389 2.260
C 0.323 -1.580 1.896
C 1.274 -1.249 3.072
C 2.593 -2.071 3.106
C 2.417 -3.619 3.001
C 3.405 -4.233 1.970
C 3.128 -3.840 0.488
C 4.074 -2.714 -0.069
C 3.316 -1.406 -0.411
C 2.272 -1.682 -1.579
C -2.761 -3.303 5.433
C -1.665 -4.416 5.457
C -2.115 -5.578 4.511
C -0.979 -6.304 3.772
F 0.259 -5.933 4.147
F -1.083 -7.633 4.080
C -1.052 -6.229 2.210
F -0.454 -7.326 1.723
F -0.348 -5.204 1.741
F -2.285 -6.236 1.740
H -4.801 -0.539 7.329
H -4.471 0.717 6.000
H -5.378 -2.171 5.660
H -5.707 -2.424 3.476
H -4.250 -3.342 3.159
H -5.594 -1.381 1.397
H -3.777 -1.238 1.370
H -0.779 -3.127 3.414
H -2.278 -3.232 2.513
H -1.715 -1.352 1.294
H -1.259 -0.407 2.749
H 0.442 -2.605 1.503
H 0.492 -0.922 1.025
H 1.576 -0.194 2.948
H 0.736 -1.323 4.029
H 3.316 -1.715 2.360
H 3.063 -1.861 4.084
H 1.381 -3.940 2.832
H 2.711 -4.035 3.983
H 3.318 -5.332 2.061
H 4.434 -3.987 2.276
H 2.068 -3.582 0.351
H 3.366 -4.735 -0.113
H 4.793 -2.467 0.731
H 4.655 -3.066 -0.936
H 2.743 -1.001 0.436
H 4.046 -0.640 -0.708
H 2.656 -2.531 -2.158
H 2.214 -0.764 -2.173
H 1.293 -1.887 -1.123
H -3.713 -3.802 5.204
H -2.783 -2.865 6.440
H -0.672 -4.011 5.233
H -1.642 -4.821 6.479
H -2.636 -6.320 5.133
H -2.863 -5.197 3.800
F 3.879 1.808 -5.118
C 4.257 2.792 -5.958
F 5.465 2.440 -6.465
C 4.371 4.143 -5.250
F 5.347 4.110 -4.316
F 4.770 5.049 -6.188
C 3.084 4.701 -4.618
O 2.907 4.496 -3.221
C 2.356 3.304 -2.783
F 1.866 2.594 -3.818
F 1.297 3.632 -2.008
C 3.335 2.493 -1.933
F 4.458 2.200 -2.619
F 2.771 1.317 -1.566
H 3.545 2.845 -6.787
H 3.154 5.784 -4.716
H 2.192 4.426 -5.183
H 3.622 3.043 -1.034
F 0.854 7.169 -7.356
C 0.088 7.794 -8.276
F 0.925 8.490 -9.082
C -0.918 8.749 -7.633
F -0.281 9.753 -6.991
F -1.619 9.327 -8.649
C -1.954 8.119 -6.685
O -1.688 8.187 -5.290
C -0.883 7.217 -4.716
F -0.652 6.212 -5.585
F -1.589 6.686 -3.695
C 0.411 7.803 -4.149
F 1.128 8.425 -5.108
F 1.185 6.812 -3.646
H -0.421 7.042 -8.885
H -2.860 8.712 -6.807
H -2.234 7.111 -6.994
H 0.199 8.526 -3.359
```

SMILES: C=C[C@](C#N)(CCC(F)=C(F)F)[C@](C#N)(CCCCCCCCCCC)CCCC(F)(F)C(F)(F)F.FC(F)C(F)(F)COC(F)(F)C(F)F.FC(F)C(F)(F)COC(F)(F)C(F)F
Total charge: 0
Frontier orbital gap, eV: 9.776
Relative energy (zero: lowest compared OMol25 entry of this formula, charge and spin), eV: 0.000
LUMO level, Eh: 0.0147
2S+1: 1
E_tot, eV: -110336.8242